No. 1
22
Properties=species:S:1:pos:R:3:nbo_charge:R:1 method="wB97M-V/def2-TZVPD" homo_lumo_gap_ha=0.309 multiplicity=1 de_lowest_kcal_mol=126.8 lumo_energy_ev=0.76 e_homo_ev=-7.65 e_tot_ha=-764.41525
C -2.3564 -0.3785 0.0484 0.58
C -2.6754 0.8956 0.7494 -0.53
C -3.5422 0.5343 -0.5348 -0.56
C 3.0636 -0.2386 -0.6122 -0.60
C 0.8510 -0.9830 0.5103 -0.56
C 1.7141 0.1171 -0.1526 -0.04
N 1.7275 1.2823 0.6346 -0.83
O -1.9154 -1.4758 -0.0106 -0.49
S 0.1013 -1.8289 -0.8260 0.08
H -3.1921 0.8365 1.6558 0.23
H -2.0966 1.8374 0.6113 0.23
H -3.4179 1.2472 -1.3688 0.22
H -4.6153 0.3656 -0.3476 0.22
H 3.5289 0.7403 -0.9662 0.19
H 3.1598 -0.9684 -1.3151 0.22
H 3.6871 -0.5895 0.1321 0.20
H 0.0412 -0.4386 1.0718 0.20
H 1.4323 -1.8156 0.9812 0.24
H 1.1620 0.4048 -1.0983 0.14
H 2.1240 2.0073 0.1155 0.36
H 0.9514 1.5289 1.0968 0.36
H 0.2671 -3.0803 -0.3749 0.12

---

No. 2
18
Properties=species:S:1:pos:R:3:nbo_charge:R:1 method="wB97M-V/def2-TZVPD" homo_lumo_gap_ha=0.417 multiplicity=1 de_lowest_kcal_mol=39.4 lumo_energy_ev=-0.15 e_homo_ev=-11.49 e_tot_ha=-458.60962
O -0.1249 -0.1218 -0.4644 -0.94
H -0.8739 0.4828 -0.4150 0.47
H 0.1026 -0.1373 -1.4009 0.47
O -4.9003 -2.5785 -0.9839 -0.93
H -4.7405 -3.2137 -0.2767 0.47
H -4.0172 -2.3212 -1.2718 0.47
O 1.5194 -3.1097 2.0907 -0.94
H 1.9868 -2.8765 1.2807 0.47
H 0.6344 -2.7501 1.9625 0.47
O -1.0665 3.9062 -0.5273 -0.95
H -1.7936 3.8451 -1.1571 0.46
H -1.4849 3.7608 0.3288 0.49
O 4.8351 -0.6987 -1.6584 -0.93
H 4.4235 -1.3954 -2.1820 0.47
H 4.1343 -0.0472 -1.5428 0.47
O -0.1420 2.5678 1.7705 -0.95
H -0.0543 1.9256 1.0572 0.47
H 0.7162 3.0055 1.7988 0.48